A cluster of 3 separate species, C21H30B2O16PS in total at a distorted geometry, computed with wB97M-V/def2-TZVPD.

## Properties
Net charge: -1
Lowest unoccupied orbital energy (eV): 0.254
Spin multiplicity: 1

```
71
Properties=species:S:1:pos:R:3:forces:R:3
C 4.29704 0.41515 3.22826 -0.328 -0.050 0.147
C 3.31472 1.41948 3.87241 0.693 0.353 -0.547
B 2.20774 2.06402 2.91769 -0.459 -0.323 0.570
O 1.99648 3.42613 3.04592 0.350 -0.105 -0.678
P 1.14286 1.10143 1.57825 0.431 1.101 -0.883
B 0.29049 0.22879 0.04887 -0.225 -0.132 0.087
O 0.56990 -1.08326 -0.33937 0.642 0.245 -0.428
O -0.60437 0.90677 -0.74756 -0.309 -0.265 0.260
C -1.45946 0.15462 -1.60040 -0.027 0.334 -0.121
O 1.07648 -0.40824 2.53329 -0.386 -0.049 -0.026
C 0.25618 -0.30959 3.64140 0.197 -0.050 0.708
C -0.32712 -1.69157 3.99481 -0.729 -0.023 -0.631
C -1.03442 -2.34588 2.82375 -1.001 -0.058 -0.684
C -1.05564 -3.96062 2.79267 1.933 1.295 1.655
O -0.21643 -2.92705 1.94937 0.479 -0.468 0.647
C -0.72384 0.92790 3.50668 -0.017 -0.410 -0.455
C -2.24275 0.61865 3.54315 0.331 0.292 0.348
S -3.10986 1.16333 2.08728 -0.457 0.108 0.199
O -3.17354 2.59857 2.07688 0.057 -0.026 -0.051
O -4.36199 0.43420 2.05044 0.133 -0.193 -0.119
O -0.44040 1.55321 2.30074 -0.033 -0.217 0.215
H 5.19540 0.93778 2.89678 0.067 -0.095 -0.021
H 3.85619 -0.07286 2.36177 -0.047 -0.047 0.032
H 4.57836 -0.36590 3.93688 0.189 0.026 -0.023
H 3.91366 2.24583 4.28804 -0.049 -0.045 0.204
H 2.82332 0.96291 4.73650 -0.206 -0.015 -0.104
H 2.83473 3.86660 3.22498 -0.155 0.106 0.496
H 2.44956 0.73049 0.93905 0.040 -0.032 0.165
H 1.12394 2.34786 0.79854 0.073 -0.096 0.046
H 1.42116 -1.33414 0.05027 -0.312 -0.216 0.589
H -2.03121 -0.57692 -1.02479 0.074 -0.155 -0.087
H -2.16087 0.85288 -2.05420 0.002 0.019 0.001
H -0.91302 -0.34030 -2.40441 0.035 -0.120 0.074
H 0.86275 -0.07082 4.53313 0.037 -0.013 0.014
H 0.50717 -2.35759 4.21400 0.012 0.100 0.325
H -1.03122 -1.61185 4.82777 0.244 -0.058 0.224
H -1.97237 -1.90215 2.49698 0.115 -0.026 -0.430
H -0.63155 -3.97059 3.82823 0.561 -0.210 -0.213
H -0.48729 -4.83941 2.49853 -1.611 -0.642 -1.201
H -0.50768 1.57619 4.36665 -0.020 0.119 -0.066
H -2.47933 -0.41980 3.74342 -0.176 -0.033 -0.189
H -2.74200 1.21259 4.31279 -0.039 -0.004 0.003
H -2.34451 0.74568 1.05791 0.114 0.066 0.032
C -3.67374 5.09439 -4.59769 -0.079 0.097 -0.020
C -2.85014 4.03892 -4.67441 0.043 0.081 0.021
C -3.31156 2.63067 -4.36645 -0.148 -0.076 0.095
O -2.48590 1.74594 -4.49230 0.054 0.049 -0.091
C -4.68164 2.42399 -3.94571 0.057 -0.105 -0.032
C -5.50102 3.48059 -3.86372 -0.021 -0.073 0.043
C -5.04754 4.88402 -4.19918 0.168 0.093 -0.044
O -5.88422 5.76672 -4.11127 -0.076 -0.059 0.024
O -6.77051 3.40226 -3.49139 -0.004 0.024 -0.033
O -1.57769 4.12229 -5.02416 -0.019 -0.039 -0.030
H -3.35320 6.10242 -4.81836 0.024 -0.009 0.004
H -4.99824 1.41828 -3.70851 -0.015 0.012 0.021
H -7.11268 4.31769 -3.52165 0.019 0.030 0.003
H -1.22707 3.20924 -4.98223 -0.001 -0.021 0.036
C 2.61454 -3.83031 -3.88777 0.046 -0.087 -0.103
C 2.39326 -3.08439 -2.78483 -0.062 0.010 -0.065
C 3.35959 -3.10681 -1.61117 0.110 -0.060 0.044
O 3.11933 -2.40135 -0.65417 -0.045 0.010 -0.028
C 4.52574 -3.97244 -1.68893 0.002 0.023 0.043
C 4.72464 -4.70617 -2.78887 0.057 0.001 0.078
C 3.77904 -4.66863 -3.96558 -0.163 0.080 -0.049
O 4.07620 -5.37182 -4.92241 0.070 -0.046 0.037
O 5.75602 -5.52782 -2.95943 0.010 -0.014 -0.023
O 1.34753 -2.30589 -2.66226 0.254 -0.006 0.017
H 1.93684 -3.82185 -4.72960 -0.023 0.036 0.021
H 5.19858 -3.99132 -0.84340 0.002 0.004 -0.003
H 5.62904 -5.91298 -3.85040 -0.033 0.017 -0.026
H 1.34752 -1.83819 -1.78749 -0.450 0.038 -0.023
```
Positions in Å, forces in eV/Å.